1.
{
  "formula": "C45H32AsF12MoNO5S",
  "method": "wB97M-V/def2-TZVPD",
  "multiplicity": 3,
  "s_squared": 2.014,
  "total_charge": 0,
  "lumo_energy_ev": [-1.20, -1.06],
  "orbital_gap_ha": [0.2335, 0.2449],
  "species": ["Mo", "C", "C", "C", "C", "C", "N", "C", "C", "C", "C", "C", "C", "C", "C", "O", "C", "F", "F", "F", "C", "F", "F", "F", "C", "C", "C", "O", "C", "F", "F", "F", "C", "F", "F", "F", "H", "H", "H", "H", "H", "H", "H", "H", "H", "H", "H", "H", "C", "C", "C", "C", "C", "C", "C", "S", "O", "O", "O", "H", "H", "H", "H", "H", "H", "H", "C", "C", "C", "C", "C", "C", "As", "C", "C", "C", "C", "C", "C", "C", "C", "C", "C", "C", "C", "H", "H", "H", "H", "H", "H", "H", "H", "H", "H", "H", "H", "H"],
  "coordinates": [[0.2594, -0.9314, -0.5009], [-2.4889, -3.0105, 5.9351], [-1.8030, -2.3431, 4.7767], [-0.8821, -1.3145, 4.9586], [-0.2547, -0.7208, 3.8883], [-0.5096, -1.0964, 2.5542], [0.1582, -0.4130, 1.5243], [0.5592, 0.9065, 1.8345], [-0.3477, 1.8297, 2.3603], [0.0374, 3.1241, 2.6478], [1.3423, 3.5553, 2.4149], [1.7596, 4.9719, 2.6915], [2.2383, 2.6481, 1.8661], [1.8610, 1.3434, 1.5671], [2.7170, 0.3680, 0.7845], [1.9103, -0.0946, -0.2573], [3.8940, 1.0398, 0.0257], [4.7725, 1.6589, 0.8295], [4.5682, 0.1257, -0.6815], [3.4233, 1.9532, -0.8263], [3.2687, -0.8366, 1.6263], [4.5469, -0.6214, 1.9760], [3.2292, -1.9684, 0.9203], [2.5981, -1.0349, 2.7595], [-1.3819, -2.1832, 2.3789], [-2.0154, -2.7635, 3.4786], [-1.5745, -2.8221, 1.0250], [-1.1471, -1.9967, 0.0052], [-3.0608, -3.1177, 0.6759], [-3.5199, -4.2071, 1.3143], [-3.2320, -3.3180, -0.6276], [-3.8310, -2.0775, 1.0267], [-0.7195, -4.1160, 0.9123], [-0.9328, -4.9584, 1.9248], [-0.9555, -4.7687, -0.2278], [0.5809, -3.7773, 0.9266], [-2.6098, -2.3207, 6.7703], [-1.9156, -3.8669, 6.2954], [-3.4765, -3.3735, 5.6524], [-0.6428, -0.9773, 5.9599], [0.4645, 0.0609, 4.0779], [-1.3649, 1.5117, 2.5559], [-0.6933, 3.8144, 3.0525], [1.2594, 5.3660, 3.5762], [1.5108, 5.6283, 1.8555], [2.8347, 5.0384, 2.8533], [3.2445, 2.9832, 1.6547], [-2.6909, -3.5924, 3.3147], [6.3014, -4.0936, -1.9578], [4.9497, -3.5147, -2.2666], [4.8241, -2.2654, -2.8669], [3.5804, -1.7309, -3.1537], [2.4445, -2.4597, -2.8367], [2.5399, -3.7081, -2.2366], [3.7939, -4.2265, -1.9576], [0.8503, -1.7818, -3.1556], [0.5726, -1.8093, -4.5515], [-0.0661, -2.5019, -2.2350], [0.8854, -0.4064, -2.5433], [7.0839, -3.3415, -2.0381], [6.5411, -4.9019, -2.6508], [6.3274, -4.5074, -0.9503], [5.7142, -1.6935, -3.0961], [3.4904, -0.7473, -3.5957], [1.6431, -4.2528, -1.9772], [3.8758, -5.1949, -1.4800], [-5.3726, 4.1632, 0.8521], [-4.2633, 4.7256, 0.2404], [-3.2315, 3.9183, -0.2219], [-3.3129, 2.5403, -0.0680], [-4.4204, 1.9773, 0.5617], [-5.4530, 2.7862, 1.0105], [-1.9237, 1.3344, -0.6620], [-2.5577, 0.7243, -2.3922], [-3.5153, -0.2489, -2.6292], [-3.7506, -0.6649, -3.9322], [-3.0086, -0.1300, -4.9783], [-2.0367, 0.8280, -4.7383], [-1.8100, 1.2687, -3.4401], [-0.7839, 2.2458, -3.0266], [0.0876, 2.9242, -3.8701], [1.0338, 3.7846, -3.3350], [1.1311, 3.9701, -1.9607], [0.2711, 3.2915, -1.1082], [-0.6884, 2.4485, -1.6480], [-6.1741, 4.7967, 1.2074], [-4.1987, 5.7981, 0.1141], [-2.3752, 4.3668, -0.7117], [-4.4833, 0.9031, 0.7051], [-6.3152, 2.3423, 1.4892], [-4.0710, -0.6944, -1.8123], [-4.4965, -1.4229, -4.1302], [-3.1755, -0.4788, -5.9883], [-1.4454, 1.2096, -5.5598], [0.0415, 2.7756, -4.9410], [1.7126, 4.3079, -3.9957], [1.8850, 4.6309, -1.5543], [0.3608, 3.4108, -0.0331]]
}

=====

2.
{
  "formula": "C45H33Cl3N6O4S5V",
  "method": "wB97M-V/def2-TZVPD",
  "total_charge": -1,
  "lumo_energy_ev": [1.43, 1.46],
  "orbital_gap_ha": [0.1689, 0.1699],
  "species": ["V", "O", "C", "C", "C", "C", "C", "C", "C", "O", "N", "N", "C", "C", "C", "C", "C", "C", "N", "H", "H", "H", "H", "H", "H", "H", "H", "H", "H", "O", "C", "S", "C", "C", "S", "S", "S", "Cl", "C", "C", "C", "C", "C", "C", "N", "C", "C", "N", "C", "O", "C", "C", "C", "Cl", "S", "C", "C", "C", "Cl", "C", "H", "H", "H", "H", "H", "H", "H", "H", "H", "H", "H", "H", "H", "N", "C", "C", "C", "C", "C", "C", "C", "C", "C", "C", "C", "C", "C", "H", "H", "H", "H", "H", "H", "H", "H", "H", "H"],
  "coordinates": [[0.6926, -0.9711, -1.1427], [-1.1601, -0.8815, -5.2293], [-2.3030, -0.2841, -4.8740], [-3.2289, -0.0398, -5.8947], [-4.4320, 0.5714, -5.6204], [-4.7549, 0.9558, -4.3188], [-3.8521, 0.7128, -3.3064], [-2.6208, 0.0978, -3.5572], [-1.6883, -0.1463, -2.4427], [-0.5070, -0.5862, -2.7113], [-2.0823, 0.1025, -1.2081], [-1.0349, -0.1775, -0.3780], [-1.1851, -0.0197, 0.8956], [0.0196, -0.2405, 1.6578], [0.0966, -0.1759, 3.0488], [1.3073, -0.4157, 3.6645], [2.4226, -0.7017, 2.8841], [2.2817, -0.7354, 1.5109], [1.1111, -0.5076, 0.9058], [-0.6037, -0.9912, -4.4317], [-2.9651, -0.3495, -6.8970], [-5.1326, 0.7499, -6.4269], [-5.7021, 1.4322, -4.1049], [-4.0747, 0.9875, -2.2843], [-2.1356, 0.2408, 1.3470], [-0.7971, 0.0334, 3.6219], [1.3851, -0.3930, 4.7438], [3.3845, -0.9170, 3.3276], [3.1085, -0.9792, 0.8561], [5.6254, -5.2537, 0.7225], [4.8036, -4.8003, -0.0426], [4.6120, -3.0673, -0.3512], [3.2675, -3.1802, -1.4892], [2.8426, -4.4133, -1.8660], [1.6290, -4.8958, -2.9609], [3.7132, -5.7385, -1.0471], [2.6805, -1.6177, -2.0479], [4.7321, 3.8286, 4.2145], [3.4467, 4.0809, 3.0758], [2.8798, 2.9949, 2.4307], [1.8492, 3.2112, 1.5339], [1.3692, 4.4922, 1.2631], [0.2403, 4.6994, 0.2789], [0.7030, 4.5854, -1.1748], [1.2983, 3.2981, -1.4667], [2.6401, 3.0022, -1.5786], [2.7251, 1.6449, -1.6435], [1.4632, 1.1064, -1.5609], [0.6362, 2.1211, -1.4572], [-0.8089, 3.7550, 0.4243], [-1.3103, 3.5923, 1.7435], [-1.6593, 4.8988, 2.3885], [-1.1870, 5.3293, 3.5914], [-0.1149, 4.4911, 4.6389], [-1.7590, 6.8897, 4.0187], [-2.6509, 6.9954, 2.5591], [-2.5119, 5.8803, 1.7982], [1.9702, 5.5538, 1.9327], [1.4434, 7.1970, 1.6689], [3.0043, 5.3678, 2.8359], [3.2364, 1.9945, 2.6249], [1.3983, 2.3593, 1.0374], [-0.1557, 5.7096, 0.4105], [1.4394, 5.3626, -1.3785], [-0.1560, 4.7407, -1.8284], [3.3896, 3.7737, -1.5972], [3.5868, 1.0078, -1.7487], [-0.4351, 2.0607, -1.3636], [-0.5907, 3.0525, 2.3652], [-2.1941, 2.9638, 1.6284], [-3.2370, 7.8739, 2.3456], [-2.9918, 5.7417, 0.8399], [3.4459, 6.2119, 3.3445], [0.1214, -2.5961, -0.6570], [-0.3415, -3.6783, -0.2062], [-1.4024, -4.4221, -0.9421], [-2.3174, -3.7248, -1.7264], [-3.2862, -4.3998, -2.4500], [-3.3496, -5.7863, -2.4014], [-2.4372, -6.4885, -1.6266], [-1.4706, -5.8111, -0.8988], [0.1734, -4.2056, 1.0967], [1.5252, -4.0773, 1.4022], [2.0154, -4.4952, 2.6294], [1.1546, -5.0365, 3.5752], [-0.1969, -5.1631, 3.2812], [-0.6844, -4.7568, 2.0472], [-2.2554, -2.6448, -1.7627], [-3.9882, -3.8426, -3.0585], [-4.1005, -6.3174, -2.9736], [-2.4649, -7.5709, -1.6031], [-0.7381, -6.3628, -0.3237], [2.1835, -3.6588, 0.6529], [3.0763, -4.4129, 2.8348], [1.5363, -5.3701, 4.5327], [-0.8738, -5.5862, 4.0140], [-1.7372, -4.8649, 1.8157]]
}